#1
{"formula": "C3H10NO2", "method": "wB97M-V/def2-TZVPD", "symbols": ["C", "C", "C", "N", "H", "H", "H", "H", "H", "H", "H", "H", "O", "H", "H", "O"], "coordinates": [[1.2214, -1.0091, -0.7233], [-0.0027, -1.4880, -0.7322], [1.1114, 0.3859, 1.3475], [1.6003, 0.0162, 0.2215], [2.0822, -1.3311, -1.2895], [-0.7070, -1.3820, 0.0910], [-0.3285, -2.3269, -1.3368], [1.5179, 1.2883, 1.7715], [0.3991, -0.2633, 1.8367], [2.3171, 0.6529, -0.1238], [-2.4347, -0.4889, 1.9433], [-2.3835, 0.4822, 0.7383], [-1.8619, -0.1179, 1.2809], [-1.1934, 2.4181, -2.0563], [-0.5294, 1.1681, -1.6921], [-0.8084, 1.9955, -1.2767]], "e_lumo_ev": -5.17, "molar_mass_g_mol": 92.118, "charge": 1, "homo_energy_ev": -15.096, "orbital_gap_ev": 9.9}

=====

#2
{"formula": "C3H10NO2", "method": "wB97M-V/def2-TZVPD", "symbols": ["C", "C", "C", "N", "H", "H", "H", "H", "H", "H", "H", "H", "O", "H", "H", "O"], "coordinates": [[-1.7283, 0.8487, 0.8050], [-0.6178, 0.7161, 1.5436], [-1.3443, -1.1622, -0.4919], [-2.0350, -0.1046, -0.2238], [-2.4217, 1.6800, 0.7939], [0.3068, 0.4244, 1.0487], [-0.5398, 0.9226, 2.6029], [-1.6701, -1.8446, -1.2584], [-0.4762, -1.3691, 0.1172], [-2.4804, 0.3031, -1.0446], [3.7412, 0.4572, -0.1835], [3.0750, -0.2123, 1.0335], [2.9170, 0.0647, 0.1251], [1.4859, 0.1118, -1.0290], [1.0495, -0.4928, -2.3693], [0.7381, -0.3430, -1.4692]], "e_lumo_ev": -5.17, "molar_mass_g_mol": 92.118, "charge": 1, "homo_energy_ev": -13.960, "orbital_gap_ev": 8.8}

=====

Name the least stable of them. #2.

=====

#1
{"formula": "C42H57NP2RuSe", "method": "wB97M-V/def2-TZVPD", "symbols": ["Ru", "N", "C", "C", "C", "C", "C", "C", "P", "C", "C", "C", "C", "C", "C", "C", "C", "C", "C", "C", "C", "H", "H", "H", "H", "H", "H", "H", "H", "H", "H", "H", "H", "H", "H", "H", "H", "C", "C", "C", "P", "C", "C", "C", "C", "C", "C", "H", "H", "H", "H", "H", "H", "H", "H", "H", "H", "H", "H", "H", "H", "H", "H", "H", "H", "H", "H", "H", "C", "C", "C", "C", "C", "C", "Se", "C", "C", "C", "H", "H", "H", "H", "H", "H", "H", "H", "H", "H", "H", "C", "C", "C", "C", "C", "C", "H", "H", "H", "H", "H", "H", "H", "H", "H"], "coordinates": [[-0.2461, 0.0826, -0.1409], [0.3151, 1.3296, 1.5896], [-0.2525, 0.8341, 2.8224], [0.4522, 0.8697, 4.0163], [-0.1473, 0.3997, 5.1738], [-1.4475, -0.0888, 5.1429], [-2.1434, -0.1333, 3.9464], [-1.5456, 0.3130, 2.7697], [-2.3101, 0.2179, 1.1148], [-3.4513, -1.1976, 1.2741], [-2.9262, -2.3989, 1.7511], [-3.7328, -3.5141, 1.9014], [-5.0815, -3.4416, 1.5765], [-5.6160, -2.2461, 1.1232], [-4.8090, -1.1252, 0.9791], [-3.3989, 1.6778, 1.0473], [-3.4033, 2.6101, 2.0799], [-4.1874, 3.7536, 1.9935], [-4.9753, 3.9748, 0.8767], [-4.9752, 3.0514, -0.1616], [-4.1851, 1.9184, -0.0830], [1.3303, 1.3648, 1.6227], [-0.0310, 2.2628, 1.3742], [1.4602, 1.2668, 4.0386], [0.4012, 0.4213, 6.1062], [-1.9141, -0.4467, 6.0509], [-3.1495, -0.5353, 3.9193], [-1.8848, -2.4484, 2.0464], [-3.3120, -4.4362, 2.2821], [-5.7157, -4.3107, 1.6935], [-6.6705, -2.1766, 0.8895], [-5.2514, -0.1978, 0.6449], [-2.8025, 2.4506, 2.9663], [-4.1817, 4.4676, 2.8063], [-5.5869, 4.8650, 0.8111], [-5.5850, 3.2195, -1.0401], [-4.1806, 1.2245, -0.9120], [-3.0624, -1.0559, -2.3931], [-2.0166, -2.1646, -2.3569], [-2.0845, -2.9709, -3.6578], [-0.3409, -1.5487, -1.8479], [0.5261, -3.0350, -1.1506], [0.1550, -3.2092, 0.3189], [0.3233, -4.3756, -1.8580], [0.6487, -1.0423, -3.3269], [1.2942, -2.1514, -4.1571], [-0.1389, -0.0873, -4.2270], [-4.0565, -1.4926, -2.5105], [-2.8885, -0.3726, -3.2272], [-3.0465, -0.4736, -1.4783], [-2.2729, -2.8326, -1.5228], [-1.8927, -2.3412, -4.5244], [-3.0945, -3.3705, -3.7698], [-1.3945, -3.8094, -3.6860], [1.5801, -2.7433, -1.2081], [-0.8961, -3.4871, 0.4087], [0.3418, -2.3060, 0.9125], [0.7472, -4.0130, 0.7617], [-0.7068, -4.7242, -1.7580], [0.9616, -5.1188, -1.3756], [0.5809, -4.3569, -2.9133], [1.4566, -0.4794, -2.8427], [0.5570, -2.7911, -4.6422], [1.9649, -2.7738, -3.5658], [1.8910, -1.6875, -4.9449], [-0.8881, -0.6205, -4.8117], [0.5389, 0.3967, -4.9326], [-0.6417, 0.6973, -3.6655], [1.0528, 4.9644, -6.2565], [0.5884, 4.2297, -5.0302], [-0.7525, 4.1887, -4.6812], [-1.2010, 3.5086, -3.5572], [-2.6777, 3.4967, -3.2610], [-0.2621, 2.8490, -2.7460], [-1.0682, 2.0334, -1.1905], [1.1020, 2.8846, -3.0659], [2.1796, 2.2650, -2.2323], [1.4938, 3.5744, -4.2078], [0.2152, 5.4045, -6.7953], [1.5798, 4.2930, -6.9363], [1.7436, 5.7660, -5.9898], [-1.4782, 4.6974, -5.3064], [-3.2142, 4.0776, -4.0098], [-2.8994, 3.9218, -2.2795], [-3.0761, 2.4782, -3.2673], [1.7909, 1.6542, -1.4321], [2.8031, 3.0474, -1.7894], [2.8340, 1.6407, -2.8451], [2.5509, 3.6013, -4.4542], [4.9777, -0.3816, 1.1443], [4.3628, -0.8274, -0.1879], [5.0140, -0.0552, -1.3449], [4.5778, -2.3341, -0.3840], [2.9207, -0.5410, -0.1902], [1.7213, -0.3434, -0.2075], [6.0532, -0.5678, 1.1382], [4.5382, -0.9320, 1.9775], [4.8151, 0.6849, 1.3075], [6.0832, -0.2733, -1.3781], [4.8849, 1.0203, -1.2169], [4.5737, -0.3443, -2.3002], [5.6417, -2.5703, -0.3178], [4.2178, -2.6525, -1.3642], [4.0502, -2.9045, 0.3818]], "e_lumo_ev": [-3.53, -3.99], "multiplicity": 2, "molar_mass_g_mol": 817.903, "charge": 1, "homo_energy_ev": [-10.148, -10.304], "s_squared": 0.761, "orbital_gap_ev": [6.6, 6.3]}

=====

#2
{"formula": "C42H57NP2RuSe", "method": "wB97M-V/def2-TZVPD", "symbols": ["Ru", "N", "C", "C", "C", "C", "C", "C", "P", "C", "C", "C", "C", "C", "C", "C", "C", "C", "C", "C", "C", "H", "H", "H", "H", "H", "H", "H", "H", "H", "H", "H", "H", "H", "H", "H", "H", "C", "C", "C", "P", "C", "C", "C", "C", "C", "C", "H", "H", "H", "H", "H", "H", "H", "H", "H", "H", "H", "H", "H", "H", "H", "H", "H", "H", "H", "H", "H", "C", "C", "C", "C", "C", "C", "Se", "C", "C", "C", "H", "H", "H", "H", "H", "H", "H", "H", "H", "H", "H", "C", "C", "C", "C", "C", "C", "H", "H", "H", "H", "H", "H", "H", "H", "H"], "coordinates": [[-0.0944, -0.5198, -0.2688], [-0.6107, -0.0939, 1.8579], [-1.1901, -1.1939, 2.5937], [-0.9005, -1.4185, 3.9264], [-1.4584, -2.5176, 4.5681], [-2.2980, -3.3805, 3.8805], [-2.5807, -3.1503, 2.5405], [-2.0299, -2.0528, 1.8904], [-2.1629, -1.7153, 0.1130], [-2.6316, -3.2979, -0.6222], [-1.6508, -4.2333, -0.9465], [-2.0120, -5.4766, -1.4395], [-3.3529, -5.7918, -1.6118], [-4.3339, -4.8660, -1.2874], [-3.9769, -3.6204, -0.7923], [-3.6033, -0.6361, -0.0942], [-4.4489, -0.3207, 0.9642], [-5.5437, 0.5098, 0.7560], [-5.7970, 1.0181, -0.5082], [-4.9507, 0.7069, -1.5668], [-3.8533, -0.1105, -1.3612], [0.0992, 0.3718, 2.4141], [-1.3135, 0.6252, 1.6622], [-0.2467, -0.7430, 4.4654], [-1.2294, -2.6994, 5.6095], [-2.7231, -4.2388, 4.3822], [-3.2150, -3.8353, 1.9920], [-0.6026, -3.9942, -0.8144], [-1.2471, -6.1983, -1.6932], [-3.6334, -6.7616, -2.0008], [-5.3788, -5.1113, -1.4221], [-4.7443, -2.8962, -0.5502], [-4.2651, -0.7282, 1.9514], [-6.1994, 0.7523, 1.5818], [-6.6524, 1.6606, -0.6711], [-5.1461, 1.1065, -2.5536], [-3.1863, -0.3424, -2.1840], [3.3205, -1.2156, -1.9727], [3.6076, -0.3213, -0.7768], [4.7912, 0.5975, -1.0999], [2.1135, 0.5569, -0.0910], [2.5345, 0.6092, 1.7190], [2.3647, -0.7937, 2.3261], [3.9226, 1.1216, 2.1147], [2.0230, 2.2932, -0.7179], [3.0335, 3.3506, -0.2780], [1.8682, 2.2439, -2.2358], [4.2438, -1.7114, -2.2800], [2.9493, -0.6386, -2.8225], [2.5862, -1.9834, -1.7392], [3.9055, -0.9677, 0.0560], [4.5646, 1.2530, -1.9394], [5.6418, -0.0202, -1.3941], [5.1041, 1.2114, -0.2606], [1.7924, 1.2965, 2.1450], [3.2539, -1.3956, 2.1354], [1.5083, -1.3454, 1.9335], [2.2556, -0.7319, 3.4111], [4.6969, 0.4247, 1.7934], [3.9814, 1.1819, 3.2036], [4.1565, 2.1029, 1.7157], [1.0527, 2.5911, -0.3108], [4.0562, 3.1325, -0.5773], [3.0105, 3.5187, 0.7976], [2.7534, 4.2956, -0.7493], [2.7869, 1.9381, -2.7386], [1.6072, 3.2371, -2.6078], [1.0778, 1.5572, -2.5240], [1.4927, 0.6573, -8.0500], [1.0827, 0.1901, -6.6820], [1.4490, -1.0636, -6.2082], [1.0721, -1.5183, -4.9520], [1.4489, -2.9243, -4.5624], [0.3291, -0.6585, -4.1205], [-0.1972, -1.4086, -2.4177], [-0.1253, 0.5728, -4.6039], [-1.0991, 1.4572, -3.8781], [0.2825, 0.9781, -5.8710], [2.2254, -0.0136, -8.4953], [1.9256, 1.6573, -8.0091], [0.6302, 0.7027, -8.7172], [2.0355, -1.7181, -6.8431], [1.8921, -3.4383, -5.4136], [0.5766, -3.4969, -4.2415], [2.1703, -2.9499, -3.7479], [-1.2886, 1.1426, -2.8566], [-2.0516, 1.4682, -4.4148], [-0.7361, 2.4844, -3.8479], [-0.0622, 1.9407, -6.2354], [-3.1816, 3.5628, 0.9031], [-2.1153, 3.6360, -0.1976], [-2.7835, 3.9907, -1.5317], [-1.0772, 4.7094, 0.1584], [-1.4477, 2.3257, -0.3125], [-0.9063, 1.2461, -0.4257], [-3.7298, 4.5052, 0.9589], [-2.7218, 3.3786, 1.8765], [-3.8895, 2.7581, 0.6988], [-3.3090, 4.9435, -1.4431], [-3.5040, 3.2232, -1.8187], [-2.0417, 4.0811, -2.3254], [-1.5697, 5.6662, 0.3413], [-0.3631, 4.8436, -0.6567], [-0.5249, 4.4321, 1.0582]], "e_lumo_ev": [-2.88, -4.08], "multiplicity": 2, "molar_mass_g_mol": 817.903, "charge": 1, "homo_energy_ev": [-10.176, -10.385], "s_squared": 0.769, "orbital_gap_ev": [7.3, 6.3]}

=====

Name the least stable of them. #2.

=====

#1
{"formula": "C7H8BrI", "method": "wB97M-V/def2-TZVPD", "symbols": ["C", "C", "C", "C", "C", "C", "C", "Br", "I", "H", "H", "H", "H", "H", "H", "H", "H"], "coordinates": [[0.1592, -0.9795, 1.5446], [1.3028, -0.0951, 1.5747], [-0.6788, -1.0989, 0.5222], [1.6143, 0.6819, 0.5348], [-0.5948, -0.3792, -0.7915], [0.7498, 0.1185, -1.1889], [-1.5998, 0.8033, -0.8689], [1.9912, -1.2993, -1.5965], [2.8140, 2.3488, 0.3882], [-0.1149, -1.6755, 2.4030], [1.8140, -0.0028, 2.4972], [-1.5994, -1.7939, 0.7069], [-1.1194, -0.9566, -1.5913], [0.9146, 0.9590, -1.8298], [-1.6189, 1.3122, 0.2116], [-2.6183, 0.5227, -0.9639], [-1.4154, 1.5345, -1.5522]], "e_lumo_ev": 0.42, "molar_mass_g_mol": 298.949, "charge": 0, "homo_energy_ev": -8.486, "orbital_gap_ev": 8.9}

=====

#2
{"formula": "C7H8BrI", "method": "wB97M-V/def2-TZVPD", "symbols": ["C", "C", "C", "C", "C", "C", "C", "Br", "I", "H", "H", "H", "H", "H", "H", "H", "H"], "coordinates": [[-0.3046, 0.1397, 1.6835], [1.0740, 0.6109, 1.5085], [-1.1778, -0.3924, 0.8353], [1.8838, 0.1944, 0.5694], [-0.8699, -0.4292, -0.6873], [0.3924, -1.2215, -0.8485], [-0.7459, 0.9165, -1.3987], [0.5358, -2.9119, -0.2106], [3.7698, 0.4953, -0.0837], [-0.7771, 0.1226, 2.7184], [1.4286, 1.3542, 2.2803], [-2.2060, -0.7155, 1.0328], [-1.7811, -1.0845, -0.9600], [0.9232, -0.7697, -1.6571], [0.2652, 1.1416, -1.3561], [-1.2652, 1.6354, -0.9395], [-1.1450, 0.9141, -2.4868]], "e_lumo_ev": [-0.08, -0.29], "molar_mass_g_mol": 298.949, "charge": 0, "homo_energy_ev": [-7.988, -7.783], "orbital_gap_ev": [7.9, 7.5]}

=====

Name the least stable of them. #2.